(1)
Computed, not measured: one molecule with the formula C26H20FN5O6 in a non-equilibrium geometry, with ωB97M-V/def2-TZVPD.

## Properties
E_HOMO, eV: -8.623
SMILES: O=c1[nH]c(=O)n(Cc2ccccc2)c2nc(-c3ccc(Oc4ccc(F)cc4)c([N+](=O)[O-])c3)n(CCO)c12
Multiplicity: 1
Calculated total energy, Ha: -1827.857588
Kohn-Sham gap, eV: 7.76

Cartesian coordinates (Å):
O 1.597 -1.919 4.755
C 2.194 -1.642 3.730
N 3.573 -1.773 3.642
C 4.434 -1.493 2.590
O 5.622 -1.688 2.685
N 3.842 -0.972 1.462
C 4.637 -0.675 0.278
C 4.362 -1.694 -0.796
C 3.579 -1.373 -1.896
C 3.297 -2.331 -2.854
C 3.792 -3.617 -2.718
C 4.572 -3.943 -1.620
C 4.855 -2.986 -0.662
C 2.492 -0.822 1.425
N 1.764 -0.355 0.397
C 0.503 -0.383 0.812
C -0.580 0.057 -0.051
C -0.462 -0.168 -1.430
C -1.433 0.269 -2.297
C -2.576 0.941 -1.840
O -3.452 1.323 -2.788
C -4.176 2.493 -2.691
C -5.445 2.507 -3.256
C -6.181 3.675 -3.265
C -5.631 4.817 -2.710
F -6.344 5.959 -2.717
C -4.363 4.824 -2.157
C -3.628 3.653 -2.152
C -2.705 1.133 -0.455
N -3.886 1.691 0.152
O -3.759 2.231 1.230
O -4.938 1.554 -0.437
C -1.700 0.723 0.418
N 0.384 -0.867 2.075
C -0.802 -1.160 2.839
C -1.035 -0.143 3.988
O -0.922 -0.725 5.246
C 1.665 -1.148 2.496
H 4.035 -2.128 4.473
H 4.368 0.326 -0.066
H 5.684 -0.704 0.590
H 3.188 -0.371 -1.994
H 2.690 -2.075 -3.710
H 3.572 -4.364 -3.466
H 4.961 -4.945 -1.512
H 5.464 -3.236 0.195
H 0.415 -0.679 -1.793
H -1.340 0.114 -3.360
H -5.843 1.595 -3.669
H -7.172 3.708 -3.687
H -3.961 5.732 -1.738
H -2.631 3.643 -1.735
H -1.826 0.958 1.464
H -1.651 -1.200 2.156
H -0.678 -2.147 3.294
H -0.324 0.692 3.869
H -2.049 0.262 3.937
H -0.049 -1.155 5.321

Cartesian forces, eV/Å:
O -0.084 -0.114 0.301
C -0.089 0.208 -0.405
N 0.110 -0.194 0.425
C -0.076 0.091 -0.059
O 0.385 -0.122 0.062
N 0.196 0.117 0.063
C 0.150 -0.023 -0.163
C 0.058 0.035 -0.092
C 0.130 -0.013 -0.033
C -0.029 0.007 -0.090
C -0.038 -0.058 -0.047
C 0.016 -0.086 0.021
C -0.005 0.060 -0.015
C -1.251 -0.241 0.814
N 0.333 0.192 -0.219
C 0.343 -0.194 0.548
C -0.549 0.142 -0.285
C -0.102 0.065 0.257
C -0.271 0.190 0.022
C 0.223 -0.040 0.464
O -0.070 -0.305 -0.119
C -0.191 0.787 -0.240
C 0.450 -0.143 0.146
C 0.071 0.249 0.107
C 0.172 -0.135 0.016
F -0.029 0.014 0.002
C -0.340 0.084 -0.071
C 0.056 -0.425 -0.214
C 0.742 -0.447 -0.511
N -0.505 0.063 0.136
O -0.019 0.239 0.277
O -0.134 -0.184 0.162
C 0.050 -0.016 -0.148
N 0.281 0.117 -0.557
C -0.516 0.023 0.524
C 0.025 0.056 -0.276
O 0.096 -0.292 0.519
C 0.701 0.113 -0.506
H -0.061 0.068 -0.168
H 0.097 -0.055 0.034
H -0.192 0.098 -0.048
H -0.044 0.094 0.008
H -0.043 0.023 -0.078
H -0.017 -0.059 -0.060
H 0.038 -0.081 0.007
H 0.086 -0.030 0.110
H 0.093 -0.066 -0.086
H 0.000 0.005 -0.114
H -0.060 -0.118 -0.053
H -0.102 0.022 -0.045
H 0.014 0.106 0.029
H 0.069 0.010 0.017
H -0.012 0.000 0.025
H 0.118 -0.041 0.034
H -0.073 0.126 -0.117
H -0.129 -0.060 -0.092
H 0.085 0.021 -0.095
H -0.157 0.117 -0.121

Mulliken atomic charge list, values in e, 8 entries: -0.763 0.472 -0.022 0.398 -0.642 0.118 -1.554 0.382


(2)
Computed, not measured: C26H20N2O2PtTe as an isolated structure in a non-equilibrium geometry, with ωB97M-V/def2-TZVPD.

## Properties
Total charge: +2
E_HOMO (alpha / beta), eV: -13.934 / -13.972
Multiplicity: 1
Calculated total energy, Ha: -1649.357522
Kohn-Sham gap (alpha / beta), eV: 4.61 / 4.57

Cartesian coordinates (Å):
Pt 0.712 -0.481 -0.454
O 1.261 -2.045 -1.626
C 0.987 -3.186 -1.105
C 1.520 -4.387 -1.651
C 1.463 -5.531 -0.904
C 0.850 -5.533 0.365
C 0.218 -4.391 0.871
C 0.211 -3.244 0.117
C -0.601 -2.038 0.372
N -0.813 -1.592 1.614
N -1.397 -0.568 2.013
C -1.229 0.700 1.462
O -0.372 0.952 0.569
C -2.052 1.735 2.030
C -1.935 3.052 1.550
C -2.683 4.050 2.128
C -3.568 3.754 3.166
C -3.701 2.450 3.636
C -2.950 1.441 3.074
H 2.010 -4.344 -2.614
H 1.914 -6.437 -1.283
H 0.827 -6.449 0.940
H -0.306 -4.423 1.818
H -1.402 -1.874 -0.364
H -1.259 3.270 0.735
H -2.578 5.072 1.790
H -4.159 4.545 3.609
H -4.385 2.239 4.445
H -3.043 0.422 3.419
Te 3.005 -0.473 1.157
C 4.298 -1.867 0.208
C 5.123 -2.603 1.053
C 6.058 -3.466 0.503
C 6.161 -3.594 -0.874
C 5.319 -2.870 -1.709
C 4.383 -1.999 -1.173
C 3.780 1.304 0.299
C 4.229 2.273 1.190
C 4.845 3.411 0.693
C 4.999 3.576 -0.676
C 4.522 2.613 -1.557
C 3.905 1.470 -1.076
H 5.049 -2.498 2.129
H 6.711 -4.035 1.151
H 6.905 -4.252 -1.301
H 5.397 -2.978 -2.783
H 3.733 -1.443 -1.829
H 4.115 2.141 2.259
H 5.213 4.164 1.377
H 5.484 4.463 -1.060
H 4.631 2.754 -2.624
H 3.522 0.731 -1.768

Cartesian forces, eV/Å:
Pt 0.241 -1.360 0.273
O -0.166 2.428 -0.073
C -0.265 -1.968 0.846
C -0.005 0.827 0.155
C -0.161 0.035 0.207
C -0.378 0.537 0.398
C 0.430 -1.409 0.330
C 0.010 1.111 -0.952
C 2.009 0.346 -1.822
N -2.246 -0.516 1.440
N 1.356 -0.962 1.229
C -0.380 1.021 -1.500
O 0.685 -0.175 0.305
C 0.127 -0.258 -0.104
C 0.047 0.131 -0.007
C 0.077 0.117 -0.077
C 0.043 -0.183 0.010
C -0.111 0.124 -0.001
C -0.022 -0.189 -0.009
H 0.042 0.001 0.041
H -0.049 -0.040 0.017
H -0.031 0.039 -0.003
H -0.018 -0.055 -0.018
H -0.091 0.238 0.031
H 0.015 0.008 0.036
H -0.047 -0.026 -0.060
H 0.026 0.017 0.021
H -0.005 -0.055 -0.026
H 0.038 0.045 0.144
Te -0.493 0.252 -1.351
C -0.301 0.101 0.044
C -0.203 0.083 0.232
C 0.080 -0.021 -0.040
C -0.015 0.026 0.044
C -0.009 0.074 0.006
C -0.026 0.026 -0.087
C -0.079 -0.146 0.253
C -0.050 -0.141 0.101
C 0.039 0.062 -0.053
C -0.039 -0.016 0.084
C -0.031 0.015 -0.043
C -0.073 -0.088 -0.034
H 0.032 -0.059 0.016
H -0.011 0.030 0.025
H -0.031 -0.036 0.013
H -0.009 0.024 0.014
H -0.038 -0.027 -0.048
H 0.036 0.034 0.012
H -0.011 -0.005 0.006
H 0.008 -0.005 -0.008
H -0.015 -0.016 0.000
H 0.070 0.007 -0.018

Mulliken atomic charge list, values in e, 8 entries: 1.265 -0.753 0.825 -0.521 -0.418 -0.598 -0.591 0.198


(3)
Computed, not measured: a 3-piece molecular cluster, C26H20N2O4S overall in a non-equilibrium geometry, with ωB97M-V/def2-TZVPD.

## Properties
Energy above the lowest of the compared OMol25 structures with the same formula, charge and spin, kcal per mole: 492.50
E_HOMO, eV: -8.025
SMILES: Cc1ccc(Cc2ccc3nsnc3c2)cc1.O=C1C=CC(=O)C=C1.O=C1C=CC(=O)C=C1
Multiplicity: 1
Calculated total energy, Ha: -1810.695653
Kohn-Sham gap, eV: 6.11

Cartesian coordinates (Å):
C 3.091 4.183 1.587
C 2.774 2.568 1.480
C 3.892 1.376 1.340
C 3.443 -0.219 1.192
C 1.827 -0.620 1.185
C 1.520 -2.251 0.978
C 2.138 -2.597 -0.537
C 1.471 -1.682 -1.768
C 1.971 -1.840 -3.322
C 3.168 -2.937 -3.615
N 3.799 -3.213 -4.963
S 5.002 -4.461 -4.635
N 4.942 -4.823 -2.897
C 3.838 -3.868 -2.398
C 3.323 -3.703 -0.817
C 0.670 0.532 1.334
C 1.180 2.093 1.481
H 2.291 4.654 2.311
H 4.196 4.445 1.869
H 2.916 4.620 0.491
H 5.040 1.637 1.344
H 4.254 -1.087 1.077
H 0.354 -2.460 0.876
H 2.037 -2.884 1.819
H 0.619 -0.906 -1.519
H 1.474 -1.138 -4.121
H 3.810 -4.330 0.072
H -0.475 0.272 1.308
H 0.379 2.961 1.565
O -5.030 -5.682 -1.209
C -4.236 -4.754 -1.161
C -4.695 -3.356 -1.036
C -3.826 -2.342 -0.986
C -2.370 -2.575 -1.051
O -1.575 -1.646 -1.004
C -1.910 -3.972 -1.176
C -2.779 -4.987 -1.226
H -5.767 -3.202 -0.988
H -4.147 -1.311 -0.895
H -0.839 -4.127 -1.224
H -2.459 -6.017 -1.317
O -5.310 5.457 0.607
C -4.221 5.234 1.116
C -2.998 5.128 0.295
C -1.808 4.882 0.852
C -1.664 4.708 2.311
O -0.575 4.485 2.820
C -2.887 4.814 3.131
C -4.077 5.059 2.575
H -3.120 5.259 -0.773
H -0.902 4.801 0.264
H -2.765 4.682 4.200
H -4.983 5.141 3.162

Cartesian forces, eV/Å:
C -0.641 -0.824 -1.083
C -1.307 -4.121 -0.243
C -3.588 -1.062 -0.004
C -3.060 3.160 0.370
C 1.372 2.707 0.421
C 0.335 1.039 -1.687
C 2.013 -1.454 -2.307
C 2.897 -2.180 -2.959
C 0.392 -1.253 4.878
C 1.011 -0.703 -0.459
N -0.326 -1.338 6.418
S -2.360 1.647 2.654
N -4.839 5.067 -1.347
C 0.447 -0.139 -0.790
C -2.597 3.042 -1.806
C 4.780 1.196 -0.132
C 2.224 -2.180 -0.520
H 1.807 -0.898 -1.414
H -2.228 -0.748 -0.290
H 0.315 -0.844 2.413
H -2.609 -0.566 -0.009
H -2.008 2.240 0.259
H 2.535 0.542 0.533
H -1.101 1.224 -1.757
H 2.052 -1.858 -0.495
H 1.328 -1.771 1.589
H -1.222 1.552 -2.294
H 2.601 0.528 0.059
H 1.914 -2.160 -0.102
O 0.559 0.677 0.041
C -0.628 -0.792 -0.052
C 0.090 0.500 0.039
C -0.433 -0.150 -0.009
C 0.455 0.511 -0.003
O -0.532 -0.469 0.091
C -0.057 -0.436 -0.012
C 0.445 0.174 0.007
H 0.032 -0.042 -0.005
H 0.037 -0.012 -0.005
H 0.023 0.045 -0.022
H -0.039 0.020 -0.001
O 0.771 -0.163 0.355
C -0.890 0.187 -0.398
C 0.493 -0.077 -0.051
C -0.268 0.069 -0.369
C 0.641 -0.092 0.351
O -0.677 0.226 -0.262
C -0.453 0.064 0.048
C 0.280 -0.089 0.391
H -0.031 0.001 0.043
H 0.006 -0.001 0.019
H 0.037 -0.001 -0.042
H 0.005 0.005 -0.047

Mulliken atomic charge list, values in e, 8 entries: -0.819 0.347 -0.531 -0.385 0.171 -0.287 0.294 0.005